1.
Formula: C4H12N2S2
Source: OMol25
Level of theory: ωB97M-V/def2-TZVPD

The HOMO-LUMO gap comes out at 3.001 eV. For the largest force on an atom, the calculation gives 1.49 eV Å⁻¹. As for the total energy: -1065.27824 a.u. The energy above the lowest of the compared OMol25 structures with the same formula, charge and spin comes out at 545.41 kJ/mol.

Positions of all 20 atoms, in Å:
S: -3.25 1.51 1.13
S: 1.45 1.73 -0.62
C: -0.34 1.48 -0.61
C: -0.70 0.05 -0.14
C: 0.43 -0.96 -0.24
N: 1.45 -0.69 0.77
C: 2.78 -1.20 0.37
N: -1.87 -0.50 -0.85
H: -4.25 1.44 2.04
H: -0.87 2.18 0.04
H: -0.67 1.66 -1.63
H: -0.93 0.20 0.92
H: -0.03 -1.92 -0.01
H: 0.83 -1.01 -1.26
H: 1.54 0.34 0.87
H: 2.75 -2.26 0.16
H: 3.08 -0.68 -0.54
H: 3.54 -1.06 1.12
H: -2.31 0.26 -1.37
H: -2.62 -0.57 -0.14

Mulliken atomic charge list, values in e, 2 entries:
1. S -0.44
2. S -0.12

=====

2.
Formula: C6H13NO4
Source: OMol25
Level of theory: ωB97M-V/def2-TZVPD

The HOMO-LUMO gap comes out at 8.850 eV. For the largest force on an atom, the calculation gives 5.20 eV Å⁻¹. As for the total energy: -591.99860 a.u. The energy above the lowest of the compared OMol25 structures with the same formula, charge and spin comes out at 356.62 kJ/mol.

Positions of all 24 atoms, in Å:
C: 5.10 -0.44 -1.33
C: -2.66 -0.10 -2.31
C: -1.84 0.01 0.07
C: 1.88 -1.81 1.80
C: 1.99 2.13 1.54
C: 1.76 0.10 0.37
N: -2.97 -0.01 -0.82
O: 4.99 -1.47 -1.87
O: 5.26 0.61 -0.91
O: 2.00 -0.45 1.59
O: 1.89 1.32 0.39
H: -2.01 -0.86 -2.73
H: -3.64 -0.05 -2.71
H: -2.10 0.79 -2.64
H: -2.12 -0.08 1.13
H: -1.18 -0.83 -0.22
H: -1.28 0.95 -0.16
H: 1.84 -2.46 0.80
H: 0.92 -2.04 2.43
H: 2.75 -2.15 2.23
H: 1.01 2.20 1.80
H: 2.40 3.15 1.31
H: 2.74 1.64 2.35
H: -3.70 0.67 -0.81

Mulliken atomic charge list, values in e, 2 entries:
1. C 0.74
2. C -0.87

=====

3.
Formula: C9H11NO
Source: OMol25
Level of theory: ωB97M-V/def2-TZVPD

The HOMO-LUMO gap comes out at 9.979 eV. For the largest force on an atom, the calculation gives 8.88 eV Å⁻¹. As for the total energy: -479.37649 a.u. The energy above the lowest of the compared OMol25 structures with the same formula, charge and spin comes out at 441.45 kJ/mol.

Positions of all 22 atoms, in Å:
C: -0.72 0.66 2.03
C: -2.21 -1.17 2.05
C: -0.79 -1.03 0.17
C: 0.25 -0.19 -0.70
C: 1.39 -0.85 -1.05
C: 2.41 -0.21 -1.83
C: 2.16 1.09 -2.22
C: 0.99 1.75 -1.92
C: 0.06 1.05 -1.13
H: -0.06 0.07 2.83
H: -1.57 1.14 2.26
H: 0.12 1.32 1.45
H: -2.83 -2.11 1.23
H: -3.00 -0.71 2.48
H: -1.53 -1.99 2.70
H: 1.51 -2.05 -1.03
H: 3.41 -0.74 -2.15
H: 2.90 1.82 -3.10
H: 0.75 2.86 -2.24
H: -0.86 1.78 -0.86
N: -1.35 -0.37 1.16
O: -1.03 -2.12 -0.14

Mulliken atomic charge list, values in e, 2 entries:
1. C -0.95
2. C -0.97

=====

4.
Formula: C34H91N5O10
Source: OMol25
Level of theory: ωB97M-V/def2-TZVPD

The HOMO-LUMO gap (alpha / beta) comes out at 1.618 / 8.997 eV. For the largest force on an atom, the calculation gives 3.75 eV Å⁻¹. As for the total energy: -2375.83303 a.u. The spin multiplicity is 2. As for the total charge: -1.

Positions of all 140 atoms, in Å:
C: -10.73 -11.21 19.16
C: -9.22 -11.24 19.26
C: -8.53 -12.34 18.47
O: -8.68 -9.99 18.78
H: -11.01 -12.14 19.66
H: -11.00 -11.12 18.11
H: -11.12 -10.32 19.64
H: -9.04 -11.21 20.34
H: -8.71 -13.33 18.89
H: -7.46 -12.14 18.57
H: -8.79 -12.23 17.41
H: -8.98 -9.87 17.88
C: -4.51 -7.08 16.69
C: -3.30 -7.78 17.30
C: -3.68 -8.53 18.58
O: -3.05 -8.74 16.37
H: -5.37 -7.73 16.53
H: -4.37 -6.51 15.77
H: -4.88 -6.43 17.47
H: -2.50 -7.05 17.18
H: -4.56 -9.11 18.32
H: -3.89 -7.84 19.40
H: -2.91 -9.25 18.86
H: -2.13 -8.60 16.11
C: -2.06 -10.78 13.01
C: -2.15 -10.13 11.57
C: -1.11 -10.76 10.50
O: -3.31 -10.44 10.88
H: -2.12 -11.86 12.97
H: -2.70 -10.32 13.77
H: -1.07 -10.61 13.44
H: -1.99 -9.05 11.58
H: -1.25 -11.82 10.27
H: -0.12 -10.79 10.96
H: -1.03 -10.28 9.53
H: -3.55 -9.87 10.15
C: -6.47 -13.50 9.77
C: -4.95 -13.60 9.94
C: -4.05 -13.06 8.81
O: -4.62 -12.92 11.22
H: -6.88 -14.09 10.58
H: -6.67 -14.13 8.91
H: -6.82 -12.46 9.78
H: -4.85 -14.68 10.08
H: -4.21 -13.69 7.93
H: -2.97 -13.03 8.97
H: -4.36 -12.06 8.51
H: -4.28 -12.06 10.98
C: 1.58 -16.66 11.26
O: 0.59 -15.60 11.45
C: -0.76 -16.08 11.57
C: -1.78 -14.88 11.58
N: -3.14 -15.45 11.65
C: -3.47 -16.15 12.90
C: -4.86 -16.79 12.78
O: -5.10 -17.50 14.03
C: -5.75 -16.78 15.09
H: 2.62 -16.40 11.06
H: 1.32 -17.21 10.36
H: 1.58 -17.22 12.20
H: -1.06 -16.73 12.40
H: -0.98 -16.62 10.65
H: -1.66 -14.41 10.60
H: -1.45 -14.20 12.36
H: -3.73 -14.62 11.70
H: -3.31 -15.50 13.77
H: -2.87 -17.05 12.96
H: -4.90 -17.46 11.92
H: -5.65 -16.05 12.59
H: -5.01 -15.99 15.23
H: -6.00 -17.39 15.96
H: -6.67 -16.22 14.90
C: -2.44 -14.53 19.77
C: -3.76 -14.31 20.39
C: -3.90 -12.87 20.97
O: -5.06 -12.56 21.86
C: -6.38 -12.39 21.33
N: -4.71 -14.50 19.36
H: -1.75 -14.93 20.51
H: -1.97 -13.69 19.26
H: -2.45 -15.45 19.19
H: -3.92 -15.05 21.17
H: -3.89 -12.16 20.15
H: -3.01 -12.59 21.53
H: -7.03 -11.93 22.07
H: -6.92 -13.26 20.94
H: -6.31 -11.63 20.56
H: -5.62 -14.23 19.72
H: -4.55 -13.94 18.54
C: -2.89 -12.11 16.87
C: -4.26 -11.88 16.22
C: -4.98 -13.15 15.56
O: -6.29 -12.89 15.22
C: -6.33 -12.18 14.01
N: -5.08 -11.51 17.36
H: -2.40 -11.24 17.31
H: -2.30 -12.32 15.98
H: -2.88 -13.00 17.49
H: -4.15 -10.98 15.63
H: -5.04 -13.94 16.32
H: -4.38 -13.56 14.75
H: -6.32 -12.85 13.15
H: -5.37 -11.68 13.89
H: -7.14 -11.48 13.79
H: -4.69 -10.70 17.83
H: -5.95 -11.23 16.94
C: 0.08 -9.71 17.36
C: 0.62 -8.61 16.42
C: 2.06 -8.99 16.09
O: 2.64 -8.12 15.10
C: 3.93 -8.58 14.57
N: -0.30 -8.42 15.33
H: -0.93 -9.45 17.69
H: 0.78 -9.90 18.17
H: 0.04 -10.64 16.79
H: 0.69 -7.71 17.03
H: 2.05 -9.98 15.63
H: 2.47 -9.09 17.10
H: 4.30 -7.95 13.77
H: 3.96 -9.58 14.13
H: 4.71 -8.66 15.33
H: 0.36 -8.40 14.57
H: -0.44 -7.42 15.29
C: -0.33 -14.23 15.43
C: 0.50 -15.53 15.04
C: 1.74 -15.79 16.01
O: 2.62 -14.64 15.75
C: 3.82 -14.93 16.40
N: -0.32 -16.68 14.93
H: -0.86 -13.73 14.62
H: 0.32 -13.46 15.84
H: -1.14 -14.40 16.14
H: 1.03 -15.33 14.11
H: 2.20 -16.72 15.69
H: 1.31 -15.80 17.02
H: 4.34 -15.83 16.08
H: 3.60 -15.06 17.46
H: 4.52 -14.11 16.26
H: 0.30 -17.45 14.74
H: -0.82 -16.33 14.12

Mulliken atomic charge list, values in e, 2 entries:
1. C -1.55
2. C 0.51

=====

5.
Formula: C10H16
Source: OMol25
Level of theory: ωB97M-V/def2-TZVPD

The HOMO-LUMO gap comes out at 10.246 eV. For the largest force on an atom, the calculation gives 1.46 eV Å⁻¹. As for the total energy: -390.61978 a.u. The energy above the lowest of the compared OMol25 structures with the same formula, charge and spin comes out at 42.25 kJ/mol.

Positions of all 26 atoms, in Å:
C: -0.71 -0.01 2.20
C: -0.39 1.48 2.36
C: -1.77 -0.22 1.12
H: 0.18 -0.51 1.81
H: -0.83 -0.46 3.17
H: -1.21 1.94 2.92
H: -1.34 -0.02 0.16
H: -2.18 -1.22 1.24
H: -0.24 1.97 1.40
H: 0.50 1.63 2.96
H: -2.56 0.53 1.12
C: 2.17 0.88 -0.21
C: -0.08 -2.01 -1.32
C: 0.91 -1.28 -0.64
C: -0.69 -1.46 -2.42
C: 1.25 0.00 -1.02
C: -0.34 -0.18 -2.83
C: 0.63 0.53 -2.15
H: -0.35 -2.96 -0.89
H: 1.24 -1.74 0.28
H: -1.43 -2.04 -2.93
H: -0.82 0.26 -3.70
H: 1.91 1.93 -0.33
H: 3.21 0.84 -0.55
H: 0.85 1.49 -2.60
H: 2.08 0.64 0.84

Mulliken atomic charge list, values in e, 2 entries:
1. C 0.18
2. C -1.31

=====

6.
Formula: C5H11NO
Source: OMol25
Level of theory: ωB97M-V/def2-TZVPD

The HOMO-LUMO gap comes out at 8.285 eV. For the largest force on an atom, the calculation gives 0.80 eV Å⁻¹. As for the total energy: -326.95223 a.u. The energy above the lowest of the compared OMol25 structures with the same formula, charge and spin comes out at 470.28 kJ/mol.

Positions of all 18 atoms, in Å:
C: 1.20 0.33 -1.43
C: 0.39 -0.61 -0.57
C: 0.87 -0.03 1.60
N: -0.94 -0.61 -0.45
C: -1.63 0.64 -0.80
C: -0.83 -0.94 1.14
O: -0.79 -2.08 1.55
H: 0.94 1.38 -1.29
H: 2.27 0.20 -1.24
H: 1.07 0.12 -2.51
H: 0.83 -1.60 -0.42
H: 0.72 -0.21 2.68
H: 1.82 -0.50 1.35
H: 0.84 1.06 1.46
H: -1.20 1.52 -0.31
H: -1.61 0.85 -1.88
H: -2.68 0.56 -0.51
H: -1.28 -0.06 1.62

Mulliken atomic charge list, values in e, 2 entries:
1. C -1.28
2. C -0.11

=====

7.
Formula: C2H3NO2
Source: OMol25
Level of theory: ωB97M-V/def2-TZVPD

The HOMO-LUMO gap (alpha / beta) comes out at 7.240 / 8.743 eV. For the largest force on an atom, the calculation gives 3.92 eV Å⁻¹. As for the total energy: -282.96525 a.u. The spin multiplicity is 3. The energy above the lowest of the compared OMol25 structures with the same formula, charge and spin comes out at 487.55 kJ/mol.

Positions of all 8 atoms, in Å:
C: -0.55 -1.31 0.52
C: 0.18 0.40 0.24
N: 0.25 0.75 -1.13
O: 0.03 -1.97 1.34
O: -0.77 1.26 -0.22
H: -1.19 -1.29 -0.35
H: 1.09 0.64 0.77
H: 0.95 1.52 -1.17

Mulliken atomic charge list, values in e, 2 entries:
1. C -0.27
2. C 0.29

=====

8.
Formula: C23H16AsNdO6
Source: OMol25
Level of theory: ωB97M-V/def2-TZVPD

The HOMO-LUMO gap (alpha / beta) comes out at 6.861 / 6.919 eV. For the largest force on an atom, the calculation gives 5.12 eV Å⁻¹. As for the total energy: -4134.05007 a.u. The spin multiplicity is 4. The energy above the lowest of the compared OMol25 structures with the same formula, charge and spin comes out at 0.00 kJ/mol. As for the total charge: +2.

Positions of all 47 atoms, in Å:
O: -1.00 -0.95 -6.04
C: -0.62 -0.85 -4.91
Nd: -0.01 0.77 -3.05
O: -2.97 1.48 -5.32
C: -2.03 1.36 -4.66
C: -2.15 -0.60 -2.73
O: -3.13 -1.08 -2.36
C: 0.16 -1.96 -4.11
O: 0.86 -1.47 -3.15
C: -0.40 -3.31 -4.06
O: -1.23 -3.68 -3.24
H: 0.11 -3.93 -4.82
O: 0.26 0.97 -0.97
As: 0.39 0.62 0.74
C: -0.91 -0.79 0.95
C: -0.94 -1.81 0.00
C: -1.92 -2.79 0.08
C: -2.88 -2.75 1.10
C: -2.88 -1.70 2.02
C: -1.88 -0.71 1.95
C: 2.18 -0.04 0.96
C: 2.40 -1.19 1.73
C: 3.71 -1.65 1.92
C: 4.79 -0.99 1.32
C: 4.55 0.13 0.50
C: 3.24 0.59 0.31
C: -0.11 2.25 1.61
C: -1.42 2.71 1.45
C: -1.80 3.93 2.02
C: -0.87 4.69 2.73
C: 0.44 4.22 2.91
C: 0.82 2.99 2.36
H: -0.21 -1.83 -0.81
H: -1.94 -3.58 -0.68
H: -3.64 -3.53 1.17
H: -3.65 -1.62 2.79
H: -1.87 0.12 2.66
H: 1.55 -1.72 2.17
H: 3.89 -2.54 2.54
H: 5.80 -1.35 1.47
H: 5.38 0.63 0.01
H: 3.05 1.44 -0.36
H: -2.14 2.12 0.87
H: -2.82 4.29 1.88
H: -1.16 5.67 3.13
H: 1.16 4.82 3.47
H: 1.84 2.62 2.49

Mulliken atomic charge list, values in e, 2 entries:
1. O -0.38
2. C 0.04

=====

What did the eighth record say?
Formula: C23H16AsNdO6
Source: OMol25
Level of theory: ωB97M-V/def2-TZVPD

The HOMO-LUMO gap (alpha / beta) comes out at 6.861 / 6.919 eV. For the largest force on an atom, the calculation gives 5.12 eV Å⁻¹. As for the total energy: -4134.05007 a.u. The spin multiplicity is 4. The energy above the lowest of the compared OMol25 structures with the same formula, charge and spin comes out at 0.00 kJ/mol. As for the total charge: +2.

Positions of all 47 atoms, in Å:
O: -1.00 -0.95 -6.04
C: -0.62 -0.85 -4.91
Nd: -0.01 0.77 -3.05
O: -2.97 1.48 -5.32
C: -2.03 1.36 -4.66
C: -2.15 -0.60 -2.73
O: -3.13 -1.08 -2.36
C: 0.16 -1.96 -4.11
O: 0.86 -1.47 -3.15
C: -0.40 -3.31 -4.06
O: -1.23 -3.68 -3.24
H: 0.11 -3.93 -4.82
O: 0.26 0.97 -0.97
As: 0.39 0.62 0.74
C: -0.91 -0.79 0.95
C: -0.94 -1.81 0.00
C: -1.92 -2.79 0.08
C: -2.88 -2.75 1.10
C: -2.88 -1.70 2.02
C: -1.88 -0.71 1.95
C: 2.18 -0.04 0.96
C: 2.40 -1.19 1.73
C: 3.71 -1.65 1.92
C: 4.79 -0.99 1.32
C: 4.55 0.13 0.50
C: 3.24 0.59 0.31
C: -0.11 2.25 1.61
C: -1.42 2.71 1.45
C: -1.80 3.93 2.02
C: -0.87 4.69 2.73
C: 0.44 4.22 2.91
C: 0.82 2.99 2.36
H: -0.21 -1.83 -0.81
H: -1.94 -3.58 -0.68
H: -3.64 -3.53 1.17
H: -3.65 -1.62 2.79
H: -1.87 0.12 2.66
H: 1.55 -1.72 2.17
H: 3.89 -2.54 2.54
H: 5.80 -1.35 1.47
H: 5.38 0.63 0.01
H: 3.05 1.44 -0.36
H: -2.14 2.12 0.87
H: -2.82 4.29 1.88
H: -1.16 5.67 3.13
H: 1.16 4.82 3.47
H: 1.84 2.62 2.49

Mulliken atomic charge list, values in e, 2 entries:
1. O -0.38
2. C 0.04